*a*
C4H8O2S | wB97M-V/def2-TZVPD

Geometry as ORCA input:
```
! RIJCOSX wB97M-V def2-TZVPD def2/J DEFGRID3
* xyz 0 1
C -1.77295 1.03999 -0.16766
C -0.17519 0.28292 -0.11430
C -0.61017 -1.22359 -1.92991
C 1.79494 -0.18200 1.74608
O 0.34104 2.01666 1.71674
O 0.20957 -0.79155 -0.82516
S 1.13422 1.22721 0.78367
H -1.77991 1.86239 0.36214
H -2.29016 0.79963 -0.99012
H -1.09861 -0.41291 -2.55721
H -1.51023 -1.54399 -1.34206
H 0.04071 -2.02241 -2.35979
H 2.45644 -0.73944 0.95713
H 1.01773 -0.68431 2.10365
H 2.24258 0.37140 2.61679
*
```

Values from the calculation:
Gap between HOMO and LUMO (spin up / spin down) = 8.50 / 8.11 eV
Highest occupied orbital energy (spin up / spin down) = -8.249 / -7.905 eV
E_LUMO (spin up / spin down) = 0.246 / 0.204 eV

*b*
C4H8O2S | wB97M-V/def2-TZVPD

Geometry as ORCA input:
```
! RIJCOSX wB97M-V def2-TZVPD def2/J DEFGRID3
* xyz 0 1
C 1.11822 -1.16567 -1.25836
S 0.33337 -0.11059 -0.40024
C 0.81967 1.07424 0.92340
C -0.47476 0.98061 -1.58311
O -1.47064 -0.63877 0.53056
C -1.08564 -1.61149 1.25400
O 0.06362 -1.85811 1.55097
H 1.79496 -1.79123 -0.69181
H 1.58077 1.72013 0.50687
H -0.07893 1.61227 1.19590
H 1.19735 0.49700 1.75701
H -1.39821 1.33592 -1.14457
H 0.19586 1.80011 -1.81620
H -0.66949 0.38695 -2.46882
H -1.92616 -2.23135 1.64439
*
```

Values from the calculation:
SMILES string = C#S(C)(C)OC=O
Gap between HOMO and LUMO = 8.86 eV
Highest occupied orbital energy = -8.919 eV
E_LUMO = -0.060 eV

*c*
C4H8O2S | wB97M-V/def2-TZVPD

Geometry as ORCA input:
```
! RIJCOSX wB97M-V def2-TZVPD def2/J DEFGRID3
* xyz 0 1
C 1.18796 1.05502 -1.38948
C 0.55264 0.09705 -0.36389
O 0.46331 0.83873 0.82990
C -0.07465 -0.00279 1.83483
S -1.78178 -0.38478 1.48848
C -1.53580 -1.02944 -0.16126
O -0.67716 -0.21048 -0.89447
H 2.18495 1.36149 -1.09144
H 0.49616 1.92222 -1.53506
H 1.25040 0.52439 -2.36537
H 1.20131 -0.77677 -0.15346
H -0.03125 0.66659 2.74889
H 0.44364 -0.94907 1.92415
H -2.49202 -1.03282 -0.69262
H -1.18769 -2.07933 -0.17922
*
```

Values from the calculation:
SMILES string = CC1OCSCO1
Gap between HOMO and LUMO = 9.97 eV
Highest occupied orbital energy = -9.044 eV
E_LUMO = 0.923 eV

Stability ranking, top and bottom: *c* is the most stable and *a* is the least stable.

*a*
C4H13N2OP | wB97M-V/def2-TZVPD

Geometry as ORCA input:
```
! RIJCOSX wB97M-V def2-TZVPD def2/J DEFGRID3
* xyz 0 1
C -1.59188 1.86338 -1.58292
C -1.04730 1.40794 -0.19192
P 0.31343 0.08896 -0.18527
O 1.29312 0.40251 -1.19976
C -0.39872 -1.68987 -0.17175
C 0.80762 -2.61304 0.05921
N 0.92198 -0.07141 1.41616
N 1.78107 1.00517 1.93083
H -0.67239 2.16625 -2.32486
H -2.19993 1.06831 -2.15435
H -2.22048 2.83241 -1.56298
H -1.86090 1.04773 0.37104
H -0.80777 2.27323 0.33455
H -1.10973 -1.75624 0.56090
H -0.75360 -1.73355 -1.15226
H 1.47237 -2.83950 -0.93601
H 1.54544 -2.20285 0.77310
H 0.53307 -3.63807 0.44529
H 0.51431 -0.62016 2.17077
H 1.01948 1.67127 2.16219
H 2.46081 1.33754 1.23804
*
```

Values from the calculation:
SMILES string = CCP(=O)(CC)NN
Gap between HOMO and LUMO = 9.96 eV
Highest occupied orbital energy = -9.147 eV
E_LUMO = 0.818 eV

*b*
C4H13N2OP | wB97M-V/def2-TZVPD

Geometry as ORCA input:
```
! RIJCOSX wB97M-V def2-TZVPD def2/J DEFGRID3
* xyz 0 1
C 1.53399 -1.32268 -0.10555
C 1.56992 1.14101 -0.62020
C 0.59389 0.27588 1.49274
C 0.74882 -0.01529 -0.08762
N -3.10459 -1.15585 0.32330
N -3.20389 1.17150 -0.72640
O -0.43542 -0.33902 -0.70788
P -2.61156 0.43123 0.49744
H 0.97477 -2.00916 0.58416
H 1.77973 -1.71457 -1.09636
H 2.51479 -1.12190 0.51189
H 2.57627 1.02349 -0.33635
H 1.03663 2.01674 -0.22147
H 1.59873 1.14476 -1.72017
H 1.42007 0.10271 2.19377
H 0.11373 1.36063 1.47166
H -0.17333 -0.47788 1.85451
H -2.32288 -1.75600 0.59154
H -3.35519 -1.48908 -0.60122
H -3.39049 0.58283 -1.60701
H -2.92570 2.16535 -0.92854
*
```

Values from the calculation:
Gap between HOMO and LUMO (spin up / spin down) = 7.73 / 7.73 eV
Highest occupied orbital energy (spin up / spin down) = -7.627 / -7.626 eV
E_LUMO (spin up / spin down) = 0.100 / 0.100 eV

Stability ranking, top and bottom: *a* is the most stable and *b* is the least stable.

*a*
C4H2 | wB97M-V/def2-TZVPD

Geometry as ORCA input:
```
! RIJCOSX wB97M-V def2-TZVPD def2/J DEFGRID3
* xyz 0 1
C 0.21417 -0.08145 -0.28959
C 1.28924 0.09079 0.32137
C -0.96707 -0.28701 -0.92006
C -2.05459 -0.50078 -1.51252
H 2.27051 -0.09497 0.73240
H -0.57950 0.96915 0.58575
*
```

Values from the calculation:
Gap between HOMO and LUMO (spin up / spin down) = 6.68 / 6.68 eV
Highest occupied orbital energy (spin up / spin down) = -9.461 / -9.461 eV
E_LUMO (spin up / spin down) = -2.783 / -2.786 eV

*b*
C4H2 | wB97M-V/def2-TZVPD

Geometry as ORCA input:
```
! RIJCOSX wB97M-V def2-TZVPD def2/J DEFGRID3
* xyz 0 1
C -1.93702 -0.24627 -1.30638
C -0.74679 0.05692 -0.76755
C 1.11349 -0.04734 1.13738
C 0.08635 -0.10375 0.48312
H 1.70540 -0.26223 1.95520
H -0.22142 0.60266 -1.50178
*
```

Values from the calculation:
Gap between HOMO and LUMO = 9.22 eV
Highest occupied orbital energy = -10.070 eV
E_LUMO = -0.851 eV

Stability ranking, top and bottom: *b* is the most stable and *a* is the least stable.

*a*
C10H15NS | wB97M-V/def2-TZVPD

Geometry as ORCA input:
```
! RIJCOSX wB97M-V def2-TZVPD def2/J DEFGRID3
* xyz 0 1
C 0.76951 -1.08899 1.44489
C 0.13349 -0.40226 0.48900
C -0.39318 -0.93249 -0.71747
C -1.10209 3.04222 1.27496
C 1.56358 2.81638 0.41055
C 1.13772 -2.60077 1.23094
C 0.23578 -2.31074 -0.95779
C 0.12444 -3.23849 0.19696
C -1.58883 0.91182 -1.56054
C -0.65790 1.99611 -1.27553
N -1.08710 -0.45957 -1.67134
S 0.02691 2.05582 0.52778
H 0.94319 -0.64444 2.40926
H -0.85114 3.20526 2.28903
H -2.14959 2.64266 1.18868
H 2.10523 3.15807 1.31111
H 2.04022 2.13828 -0.34642
H 2.12962 -2.74058 0.79494
H 1.23584 -3.04212 2.26680
H -0.07769 -2.68168 -1.90324
H 1.20161 -1.97752 -1.17661
H 0.58206 -4.18115 -0.05664
H -0.91392 -3.19766 0.64258
H -2.36560 1.12117 -0.92864
H -2.04099 1.26951 -2.46393
H 0.22332 2.16936 -1.97339
H -1.22451 2.97180 -1.44595
*
```

Values from the calculation:
Gap between HOMO and LUMO (spin up / spin down) = 7.16 / 7.15 eV
Highest occupied orbital energy (spin up / spin down) = -7.456 / -7.491 eV
E_LUMO (spin up / spin down) = -0.297 / -0.339 eV

*b*
C10H15NS | wB97M-V/def2-TZVPD

Geometry as ORCA input:
```
! RIJCOSX wB97M-V def2-TZVPD def2/J DEFGRID3
* xyz 0 1
C 1.83872 -0.20861 1.55708
C 1.93677 -0.42760 0.01972
C 2.29979 -1.92417 -0.51427
C 0.65832 0.07885 -0.75459
N 0.64095 1.44734 -0.48960
C -0.55441 2.18278 -0.74738
C -1.70107 1.80834 0.30829
C -1.77460 0.29548 0.14405
C -2.93536 -0.54700 0.40816
C -2.79039 -1.84020 0.05727
S -1.14376 -2.13262 -0.36740
C -0.72136 -0.43837 -0.26637
H 0.98420 -0.82381 2.04370
H 2.84698 -0.31068 2.00244
H 1.49474 0.83800 1.68291
H 2.64259 0.25785 -0.44330
H 3.11619 -2.58516 0.22896
H 2.59115 -1.88111 -1.60933
H 1.37636 -2.55899 -0.57564
H 0.66701 -0.03935 -1.79374
H 1.44400 1.91742 -0.70146
H -1.00895 2.12103 -1.74374
H -0.42873 3.30424 -0.56154
H -2.65522 2.19619 -0.00269
H -1.49197 2.01086 1.37286
H -3.81998 -0.09890 0.62476
H -3.51198 -2.64180 0.12085
*
```

Values from the calculation:
SMILES string = CC(C)[C@@H]1NCCc2ccsc21
Gap between HOMO and LUMO = 9.46 eV
Highest occupied orbital energy = -8.563 eV
E_LUMO = 0.895 eV

Stability ranking, top and bottom: *b* is the most stable and *a* is the least stable.